# 1
137
Properties=species:S:1:pos:R:3 method="wB97M-V/def2-TZVPD" orbital_gap_ev=1.38 e_lumo_ev=-12.5492 charge=+3
Hf 0.3677 -1.3713 4.5281
C -0.9290 0.8790 0.4511
F -1.5730 -0.2241 0.1348
F -0.7379 1.5871 -0.6138
F -1.6727 1.4924 1.4096
S 0.7975 0.3402 1.2412
O 1.4780 -0.5110 0.2492
O 1.5260 1.5712 1.5327
O 0.4168 -0.3622 2.4930
C 4.9174 2.5223 0.0172
O 4.9575 3.0821 -1.2071
H 5.1065 1.4611 -0.1443
H 5.6509 2.9487 0.7015
H 3.9449 2.5732 0.5068
H 4.4087 2.5124 -1.7511
C 1.5537 1.5328 -2.4926
C 2.6502 1.0435 -3.5077
C 3.1199 2.1268 -4.5009
O 4.0595 1.5842 -5.4365
C 4.2104 2.3219 -6.5740
N 3.7075 0.6541 -2.6030
H 1.8761 2.4486 -1.9972
H 1.3778 0.7190 -1.7891
H 0.6260 1.7604 -3.0176
H 2.4127 0.0964 -3.9921
H 3.6393 2.9059 -3.9428
H 2.2122 2.5430 -4.9379
H 3.3407 2.3021 -7.2309
H 5.0811 2.0446 -7.1681
H 4.3684 3.3318 -6.1956
H 4.4174 0.3449 -3.2515
H 3.5449 -0.2161 -2.1168
C -4.1353 -2.2403 -1.9403
C -2.7273 -2.8928 -1.6648
C -2.7290 -4.2503 -2.3922
O -3.5010 -5.2521 -1.8275
C -3.6724 -6.4090 -2.6980
N -1.6830 -2.0953 -2.2258
H -4.8476 -2.9665 -1.5487
H -4.3781 -2.0217 -2.9802
H -4.2555 -1.3828 -1.2782
H -2.5692 -3.0687 -0.6008
H -1.6916 -4.5849 -2.3900
H -3.0822 -4.1821 -3.4211
H -2.7110 -6.8912 -2.8749
H -4.2189 -6.2212 -3.6223
H -4.3164 -7.1061 -2.1620
H -1.9899 -1.9822 -3.1814
H -1.6564 -1.1733 -1.8143
C 3.8109 -1.6870 1.6320
C 2.7298 -2.4969 2.1713
C 2.9762 -4.0428 2.1270
O 1.8830 -4.8566 2.6676
C 1.9559 -6.1829 2.2366
N 2.4834 -1.9773 3.4763
H 3.8942 -1.8356 0.5554
H 4.8039 -1.9060 2.0246
H 3.6393 -0.6294 1.8323
H 1.8232 -2.3792 1.5778
H 3.8700 -4.3447 2.6729
H 3.1451 -4.4081 1.1141
H 1.5995 -6.2198 1.2071
H 1.3637 -6.8398 2.8737
H 2.9817 -6.5502 2.2065
H 3.2007 -1.2679 3.4277
H 2.9737 -2.6883 3.9999
C -1.2995 -4.7091 1.5499
C -0.9197 -3.3185 2.1587
C -2.1661 -2.4629 2.3920
O -1.8462 -1.2877 3.1841
C -2.9717 -0.3908 3.2379
N -0.1721 -3.4611 3.3969
H -1.7059 -5.4051 2.2837
H -0.4740 -5.1829 1.0188
H -1.9295 -4.5844 0.6692
H -0.2447 -2.8287 1.4569
H -2.8340 -3.0747 2.9983
H -2.6180 -2.1272 1.4586
H -3.6294 -0.6009 4.0813
H -3.5095 -0.2851 2.2957
H -2.5755 0.6186 3.3487
H 0.5713 -4.0719 3.0895
H -0.7025 -4.2362 3.7684
C -3.6211 3.7334 0.2367
C -4.5795 4.2480 -0.9207
C -5.9214 3.4694 -1.1618
O -5.5933 2.1135 -1.5145
C -6.7469 1.4027 -1.9503
N -4.8481 5.6659 -0.7543
H -2.8784 4.4442 0.5991
H -3.1791 2.7714 -0.0229
H -4.3458 3.5080 1.0191
H -4.0581 4.2117 -1.8772
H -6.5805 3.9512 -1.8840
H -6.5055 3.4942 -0.2419
H -6.4890 0.3501 -1.8340
H -6.9808 1.6298 -2.9904
H -7.7202 1.4059 -1.4595
H -4.0219 6.1967 -0.5180
H -5.1676 6.0998 -1.6085
C 2.8815 5.6745 1.2289
C 1.4031 5.1426 1.3445
C 0.6872 4.5243 0.1167
O 0.5773 5.4179 -1.0427
C -0.3030 4.8404 -1.9721
N 1.4064 4.1710 2.4540
H 3.6251 4.9098 1.0045
H 3.1553 6.2003 2.1436
H 2.9792 6.3579 0.3854
H 0.8395 6.0198 1.6622
H -0.2409 4.1145 0.5153
H 1.2394 3.6296 -0.1709
H -0.0277 3.8135 -2.2127
H -0.2483 5.4255 -2.8902
H -1.2909 4.9073 -1.5164
H 1.5980 3.2449 2.0995
H 2.2374 4.2971 3.0141
C 0.0127 1.9117 4.6374
C 1.4174 1.8016 5.0361
O 1.8664 0.4511 4.7820
O -0.7307 0.7473 4.8209
H -0.1711 2.3584 3.6602
H -0.4699 2.7055 5.2075
H 1.5881 1.9262 6.1054
H 2.0192 2.6110 4.6227
H 2.8111 0.5425 4.9268
H -1.5692 1.1037 5.1233
C 1.3403 -3.9607 -1.6773
C 2.0070 -2.7682 -2.4043
O 2.7762 -1.9185 -1.5534
O 0.2384 -3.5108 -0.8780
H 2.0477 -4.4664 -1.0200
H 0.9192 -4.6252 -2.4318
H 1.2973 -2.2326 -3.0349
H 2.6847 -3.2501 -3.1090
H 2.2160 -1.3630 -1.0064
H -0.3818 -3.0540 -1.4510

---

# 2
12
Properties=species:S:1:pos:R:3 method="wB97M-V/def2-TZVPD" orbital_gap_ev="8.29 / 7.85" e_lumo_ev="-0.2942 / -0.5716" relative_energy_kj_mol=585.67
C 0.4900 0.1375 0.6344
C 1.2219 -0.3440 -0.5814
C 0.3488 -0.5959 -1.5057
C -0.9930 -0.3934 -1.0417
C -0.9015 0.1321 0.2129
N -1.8565 0.5904 2.2090
O -1.0291 1.0808 2.8231
H 0.7517 -0.0872 1.6768
H 0.8937 1.2607 0.6372
H 2.3433 -0.3489 -0.7800
H 0.5784 -0.9405 -2.5102
H -1.8476 -0.4915 -1.7745